The following is a DFT calculation (ωB97M-V/def2-TZVPD) of a structure of composition C50H39Br2GeIMoN4O4S2 at a distorted geometry.

Values from the calculation:
charge = -2
2S+1 = 1
molar mass = 1279.3 g/mol
total energy = -294861.1568 eV
orbital gap (spin up / spin down) = 0.127 / 0.127 Ha
HOMO (spin up / spin down) = 0.161 / 0.163 eV
lowest unoccupied orbital energy (spin up / spin down) = 3.6 / 3.6 eV

```
104
C50H39Br2GeIMoN4O4S2, DFT ωB97M-V/def2-TZVPD
Mo 1.0474 0.7156 -0.4882
N 5.0400 -0.5325 0.7163
C 5.0483 0.4048 -0.2411
N 4.0543 0.9889 -0.8135
C 4.4604 1.9959 -1.6569
C 5.8204 2.1815 -1.7179
S 6.6484 1.0389 -0.7156
C 3.5091 2.8094 -2.3584
C 3.8305 3.8139 -3.2423
S 2.4062 4.6485 -3.7788
C 1.4603 3.5462 -2.7488
N 2.1687 2.6766 -2.1191
N 0.1304 3.7427 -2.6387
H 4.1557 -0.9621 0.9893
H 5.8613 -1.1041 0.8162
H 6.3844 2.9018 -2.2722
H 4.7856 4.1275 -3.6073
H -0.3141 4.2164 -3.4097
H -0.3853 2.9452 -2.2688
Br 4.9840 -2.8208 -2.6683
C 3.2558 -3.3076 -3.2760
C 3.1308 -3.9542 -4.4899
C 1.8774 -4.3437 -4.9272
C 0.7516 -4.0573 -4.1527
C 0.8926 -3.3939 -2.9492
C 2.1458 -3.0143 -2.4825
I 2.3372 -2.0354 -0.6007
H 4.0116 -4.1442 -5.0840
H 1.7726 -4.8588 -5.8705
H -0.2322 -4.3455 -4.4971
H 0.0255 -3.1490 -2.3507
C -3.6911 3.5452 1.1445
C -3.3972 2.5716 0.1837
C -2.0932 2.2906 -0.1302
C -1.0165 2.9487 0.4927
C 0.3372 2.5789 0.2104
C 1.3094 3.4333 0.7228
C 1.0122 4.5367 1.5267
C -0.2836 4.8103 1.8917
C -1.3280 4.0147 1.3844
C -2.6760 4.2571 1.7218
H -4.7241 3.7400 1.4067
H -4.2009 2.0568 -0.3271
H -1.8628 1.5624 -0.8926
H 2.3621 3.2253 0.5259
H 1.8197 5.1671 1.8893
H -0.5079 5.6313 2.5646
H -2.8866 5.0441 2.4364
C -0.4280 -0.3330 -0.1012
Ge -2.0331 -1.2050 0.4082
C -2.4159 -0.6233 2.2798
C -3.6310 -0.1651 2.7635
C -3.7693 0.2409 4.0799
C -2.6795 0.2115 4.9318
C -1.4528 -0.2254 4.4589
C -1.3312 -0.6472 3.1485
C -2.1216 -3.2285 0.4744
C -3.3643 -3.8299 0.6369
C -3.5057 -5.2045 0.6246
C -2.3955 -6.0112 0.4438
C -1.1495 -5.4301 0.2860
C -1.0157 -4.0513 0.3118
C -3.4876 -0.8832 -0.9366
C -3.0606 -0.6841 -2.2445
C -3.9587 -0.5037 -3.2800
C -5.3192 -0.5393 -3.0242
C -5.7644 -0.7468 -1.7305
C -4.8530 -0.9156 -0.7024
H -4.4828 -0.1038 2.1008
H -4.7317 0.5860 4.4414
H -2.7834 0.5406 5.9583
H -0.5904 -0.2398 5.1119
H -0.3707 -0.9855 2.7814
H -4.2399 -3.2094 0.7684
H -4.4862 -5.6487 0.7461
H -2.5049 -7.0882 0.4197
H -0.2772 -6.0523 0.1372
H -0.0336 -3.6109 0.2017
H -1.9981 -0.6485 -2.4425
H -3.5999 -0.3365 -4.2891
H -6.0318 -0.4058 -3.8290
H -6.8283 -0.7784 -1.5246
H -5.2199 -1.0746 0.3015
Br 2.1911 1.2471 8.1407
C 2.1908 0.8025 6.2814
C 1.9656 1.8083 5.3425
C 2.0111 1.4933 4.0097
C 2.2820 0.1746 3.5931
C 2.4964 -0.8186 4.5669
C 2.4479 -0.5145 5.9028
C 2.3449 -0.1488 2.1712
O 2.6285 -1.3460 1.8320
O 2.1616 0.7852 1.3419
H 1.7566 2.8187 5.6651
H 1.8347 2.2546 3.2651
H 2.6975 -1.8250 4.2343
H 2.6059 -1.2793 6.6513
C 0.9854 -0.3012 -4.6665
O 1.3536 -0.1890 -3.3062
C 0.5204 0.5951 -2.5053
O -0.4442 1.1151 -3.0653
H 1.2898 -1.2881 -5.0133
H 1.4627 0.4876 -5.2610
H -0.1026 -0.1895 -4.7433
```



The following is a DFT calculation (ωB97M-V/def2-TZVPD) of a cluster of 2 separate species, C12H17N in total at a distorted geometry.

Values from the calculation:
energy above the lowest of the compared OMol25 structures with the same formula, charge and spin = 20.4 kcal/mol
SMILES = Cc1c[nH]c2ccccc12.CCC
2S+1 = 1
molar mass = 175.3 g/mol
total energy = -14209.4510 eV
orbital gap = 0.324 Ha
HOMO = -7.868 eV
lowest unoccupied orbital energy = 0.9 eV

```
30
C12H17N, DFT ωB97M-V/def2-TZVPD
C -0.0688 -2.2260 -3.4228
C -0.4788 -0.9648 -2.7064
C -1.5852 -0.2284 -3.0107
N -1.6165 0.9048 -2.1824
C -0.4294 0.9770 -1.4719
C 0.0629 1.9785 -0.6305
C 1.3952 1.8496 -0.2552
C 2.0876 0.6685 -0.5115
C 1.5663 -0.3909 -1.2403
C 0.2324 -0.2459 -1.6942
H -0.9521 -2.8214 -3.6089
H 0.5522 -2.8028 -2.7433
H 0.4748 -1.8841 -4.2999
H -2.4480 -0.3818 -3.6343
H -2.0658 1.7816 -2.3136
H -0.4594 2.9084 -0.4425
H 1.8706 2.4966 0.4693
H 3.1227 0.5726 -0.2019
H 2.0496 -1.3419 -1.4184
C -1.0907 0.6231 2.4472
C 0.0294 -0.3430 2.8366
C 0.2169 -0.5611 4.3308
H -1.7705 0.0800 1.7810
H -1.6401 1.0514 3.2892
H -0.7495 1.4744 1.8542
H 1.0035 0.0266 2.4643
H -0.0394 -1.2256 2.2021
H 0.3913 0.3431 4.9103
H 1.0234 -1.2791 4.4778
H -0.6844 -1.0394 4.7261
```



- The highest molar mass belongs to which entry?
  C50H39Br2GeIMoN4O4S2